one:
A cluster of 2 separate species, CH7N3O in total. Source: the Open Molecules 2025 dataset; level of theory: ωB97M-V with the def2-TZVPD basis set.

The geometry in XYZ format:
```
12
Properties=species:S:1:pos:R:3
N 0.97270 -2.68104 1.23510
H 0.44171 -2.55249 2.08247
H 0.33957 -2.73424 0.49326
H 1.32657 -3.63494 1.37754
N -0.29367 1.50674 0.72463
C -0.40207 0.92158 -0.52150
N 0.49006 -0.16367 -0.56512
O -1.11772 1.29095 -1.41836
H 0.61356 1.32169 1.18750
H -0.60336 2.48336 0.79685
H 0.45900 -0.62615 -1.45626
H 0.59359 -0.74844 0.23223
```

Computed properties:
Orbital gap in eV: 10.659
Molecular weight in u: 77.087

---

two:
An isolated molecule of CH7N3O. Source: the Open Molecules 2025 dataset; level of theory: ωB97M-V with the def2-TZVPD basis set.

The geometry in XYZ format:
```
12
Properties=species:S:1:pos:R:3
C -1.62919 -0.43680 -0.07660
N -0.38773 0.21482 -0.49650
N 2.01531 -0.32953 -0.00991
N -0.16932 1.34543 0.34894
O 0.67304 -0.82365 -0.18104
H 2.46115 -0.68917 -0.85166
H 2.33194 -0.91113 0.76293
H -0.21351 2.19308 -0.21833
H 0.81129 1.27707 0.65903
H -2.48543 0.23218 -0.22226
H -1.80898 -1.32597 -0.68955
H -1.59857 -0.74635 0.97496
```

Computed properties:
Orbital gap in eV: 9.424
Molecular weight in u: 77.087

---

Energetically preferred structure: one | next structure: +5.287 eV

---

one:
A cluster of 2 separate species, CH7N3O in total. Source: the Open Molecules 2025 dataset; level of theory: ωB97M-V with the def2-TZVPD basis set.

The geometry in XYZ format:
```
12
Properties=species:S:1:pos:R:3
N 0.04113 -1.72856 -1.12509
C -0.16590 -0.71579 -0.20613
N -1.14204 0.17963 -0.61281
N 0.52816 -0.55617 0.85614
H 0.31482 -2.59936 -0.69903
H -0.72848 -1.86505 -1.76442
H -1.12510 0.45176 -1.58207
H -1.20496 0.94249 0.04692
H 1.52258 -0.37510 0.78501
H 0.51616 1.31365 1.40487
H 1.02163 2.69530 1.75821
O 0.42200 2.25720 1.13842
```

Computed properties:
Orbital gap in eV: 9.473
Molecular weight in u: 77.087

---

two:
A cluster of 2 separate species, CH7N3O in total. Source: the Open Molecules 2025 dataset; level of theory: ωB97M-V with the def2-TZVPD basis set.

The geometry in XYZ format:
```
12
Properties=species:S:1:pos:R:3
C -0.51495 -0.45825 -0.65384
N -0.57409 -1.49284 0.22080
N -1.14409 0.64288 -0.57744
N 2.18648 0.66638 0.29734
O -2.01509 0.74484 0.53859
H 0.14078 -0.55796 -1.50603
H 1.21994 0.36357 0.39202
H -0.18276 -2.38826 -0.00612
H -1.30710 -1.45930 0.90945
H -2.43326 1.60626 0.41803
H 2.23476 1.61099 0.66104
H 2.38936 0.72168 -0.69384
```

Computed properties:
Orbital gap in eV: 9.711
Molecular weight in u: 77.087

---

Energetically preferred structure: one | next structure: +1.142 eV

---

one:
An isolated molecule of C19H19BrN4O3. Source: the Open Molecules 2025 dataset; level of theory: ωB97M-V with the def2-TZVPD basis set.

The geometry in XYZ format:
```
46
Properties=species:S:1:pos:R:3
C 1.03374 -0.65699 -4.33465
C 2.17214 -1.16996 -3.52286
N 3.47585 -0.92923 -3.90616
C 4.20681 -1.50775 -2.99802
O 5.54502 -1.56488 -2.97168
N 3.49379 -2.09560 -2.02433
C 2.14898 -1.87422 -2.34686
C 1.00682 -2.34003 -1.55637
O -0.09470 -2.51540 -2.05966
N 1.21918 -2.58824 -0.22211
C 2.16260 -1.84409 0.64209
C 1.34173 -1.74821 1.93019
C 0.69054 -3.13150 1.96526
C 0.04142 -2.94430 0.59621
C -0.77370 -1.66324 0.81546
N 0.18066 -0.90357 1.63969
C 0.12950 0.39719 2.01930
O 1.04686 0.92589 2.63254
C -1.11450 1.13025 1.65142
C -1.23510 2.41569 1.97310
C -2.42359 3.23691 1.69607
C -2.86703 4.15309 2.64826
C -4.02108 4.88836 2.43115
C -4.74639 4.73183 1.25806
C -4.29324 3.82776 0.31111
Br -5.25993 3.61264 -1.30499
C -3.14710 3.08031 0.51411
H 0.08667 -0.86690 -3.84582
H 1.14618 0.41565 -4.49513
H 1.03153 -1.13531 -5.31516
H 5.85966 -1.09814 -3.75660
H 3.86808 -2.65479 -1.28012
H 3.09007 -2.39869 0.81566
H 2.39927 -0.86118 0.23624
H 1.88139 -1.38681 2.79793
H 1.41007 -3.94800 1.98550
H -0.03380 -3.23575 2.77055
H -0.51224 -3.76586 0.15730
H -0.99205 -1.17525 -0.13263
H -1.70841 -1.86128 1.34678
H -1.91060 0.60674 1.13695
H -0.42135 2.86987 2.52986
H -2.30456 4.27989 3.56468
H -4.36233 5.59245 3.17842
H -5.64393 5.30601 1.07746
H -2.80292 2.39465 -0.24820
```

Computed properties:
Orbital gap in eV: 8.654
Molecular weight in u: 431.290

---

two:
An isolated molecule of C19H19BrN4O3. Source: the Open Molecules 2025 dataset; level of theory: ωB97M-V with the def2-TZVPD basis set.

The geometry in XYZ format:
```
46
Properties=species:S:1:pos:R:3
C -1.88130 3.35062 1.17189
C -2.12693 3.19524 -0.28607
N -2.03896 4.27743 -1.13778
C -2.30269 3.79764 -2.32075
O -2.36194 4.49259 -3.46224
N -2.52681 2.47485 -2.32753
C -2.43116 2.06201 -0.99189
C -2.62878 0.68830 -0.52437
O -2.96437 0.43728 0.62405
N -2.44504 -0.31992 -1.44496
C -1.43764 -0.27796 -2.53333
C -0.93895 -1.72481 -2.50232
C -2.24144 -2.48068 -2.24489
C -2.52428 -1.70731 -0.95775
C -1.25771 -2.00179 -0.14931
N -0.24485 -1.92125 -1.22313
C 1.03183 -1.47188 -1.08722
O 1.66635 -1.05037 -2.04293
C 1.60600 -1.54745 0.28794
C 2.77403 -0.97712 0.54861
C 3.42076 -1.00296 1.88376
C 4.29114 -2.03242 2.22907
C 4.89197 -2.05041 3.47854
C 4.63772 -1.04406 4.39848
C 3.77267 -0.02317 4.04400
Br 3.40740 1.35838 5.28723
C 3.16373 0.01168 2.80123
H -1.86712 2.38540 1.67009
H -0.93715 3.87098 1.33548
H -2.67199 3.95542 1.61904
H -2.18288 5.41493 -3.23754
H -2.86350 1.94214 -3.10923
H -1.88653 -0.04274 -3.50276
H -0.63910 0.43256 -2.32526
H -0.32222 -2.01264 -3.34598
H -2.99132 -2.31642 -3.01660
H -2.09246 -3.54602 -2.07961
H -3.45294 -1.89977 -0.43234
H -1.10132 -1.25428 0.62473
H -1.29263 -2.99598 0.30371
H 1.05811 -2.06954 1.06344
H 3.28296 -0.46691 -0.26489
H 4.49312 -2.82093 1.51569
H 5.56472 -2.85595 3.74209
H 5.10186 -1.05120 5.37447
H 2.48961 0.81850 2.54717
```

Computed properties:
Orbital gap in eV: 9.004
Molecular weight in u: 431.290

---

Energetically preferred structure: one | next structure: +0.110 eV

---

one:
An isolated molecule of C5H6N2O. Source: the Open Molecules 2025 dataset; level of theory: ωB97M-V with the def2-TZVPD basis set.

The geometry in XYZ format:
```
14
Properties=species:S:1:pos:R:3
C 0.83347 0.02020 -1.18991
C -0.14869 0.10025 -0.14949
C -1.03693 0.41757 1.77327
C -1.22494 -1.13350 1.54232
C -0.76588 -1.23747 0.29088
H 1.93820 1.59241 -0.45175
H 1.01826 1.90425 -2.07521
H 1.41196 -0.83489 -0.65525
H 0.51904 -0.17771 -2.26314
H -1.92776 -1.84831 1.84639
H -0.48248 -2.01034 -0.54910
N 1.66954 1.21882 -1.49792
N -0.26749 1.00451 0.69463
O -1.53629 0.98421 2.68426
```

Computed properties:
Orbital gap in eV: 9.375
Molecular weight in u: 110.116

---

two:
A structure of composition C5H6N2O. Source: the Open Molecules 2025 dataset; level of theory: ωB97M-V with the def2-TZVPD basis set.

The geometry in XYZ format:
```
14
Properties=species:S:1:pos:R:3
C -0.00236 -0.68622 1.59292
C 0.74424 -1.41268 0.76040
C -0.49079 0.55274 1.22336
C 0.91049 -1.19953 -0.64038
C -0.49762 0.90860 -0.08196
N 0.30385 -0.25391 -1.26241
N -0.83000 1.97055 -0.82407
O 0.09171 0.25209 -2.37657
H 0.02175 -1.08646 2.63540
H 1.25923 -2.38438 1.16896
H -0.83539 1.16960 1.99574
H 1.46122 -1.74996 -1.30172
H -1.74929 2.12606 -1.18685
H -0.38703 1.79350 -1.70284
```

Computed properties:
Orbital gap in eV: 8.779
Molecular weight in u: 110.116

---

Energetically preferred structure: one | next structure: +1.103 eV

---

one:
A cluster of 2 separate species, C3H11NSi in total. Source: the Open Molecules 2025 dataset; level of theory: ωB97M-V with the def2-TZVPD basis set.

The geometry in XYZ format:
```
16
Properties=species:S:1:pos:R:3
C 1.57395 0.62413 -0.12307
C 0.13210 -1.69737 -0.86598
C 0.58463 -0.26777 0.64420
N -1.60182 1.31375 -0.31961
Si -1.09668 0.39325 1.06148
H 2.50167 0.11419 -0.57130
H 1.23515 1.23758 -0.99017
H 1.83527 1.28823 0.69393
H 0.94206 -1.98187 -1.48468
H -0.68584 -1.29538 -1.45373
H -0.16683 -2.57776 -0.32436
H 1.00720 -1.07656 1.36561
H -2.50885 1.66244 -0.27027
H -0.89282 1.63676 -0.91994
H -2.29837 -0.37617 1.28566
H -0.56084 1.00256 2.27222
```

Computed properties:
Orbital gap in eV: 9.711
Molecular weight in u: 89.214

---

two:
A cluster of 2 separate species, C3H11NSi in total. Source: the Open Molecules 2025 dataset; level of theory: ωB97M-V with the def2-TZVPD basis set.

The geometry in XYZ format:
```
16
Properties=species:S:1:pos:R:3
C 1.19263 2.14702 1.68436
C 0.18942 0.84970 1.67079
C 0.82954 -0.11411 0.62099
N -2.23839 -2.31857 -3.14989
Si -0.73374 -1.56213 -2.34974
H 1.29635 2.50569 2.73825
H 2.06889 2.17572 1.04342
H 0.60002 2.99899 1.32282
H 0.13716 0.50290 2.69839
H -0.77795 1.15004 1.30335
H 1.79385 -0.20738 1.07353
H 0.83105 0.45014 -0.23731
H -3.06963 -1.87428 -2.80988
H -2.47907 -3.26487 -3.52135
H 0.41489 -2.40235 -3.03131
H -0.05501 -1.03651 0.94358
```

Computed properties:
Orbital gap in eV: 8.499
Molecular weight in u: 89.214

---

Energetically preferred structure: one | next structure: +0.904 eV

---

one:
An isolated molecule of C2H2IN3. Source: the Open Molecules 2025 dataset; level of theory: ωB97M-V with the def2-TZVPD basis set.

The geometry in XYZ format:
```
8
Properties=species:S:1:pos:R:3
C -0.30629 0.49002 -0.80540
C -1.35464 -0.27493 0.80524
N -1.56070 0.23908 -0.37192
N 0.63057 0.14354 0.04753
N -0.04422 -0.36146 1.08275
I -2.91134 -1.46805 1.95631
H -0.10933 0.89882 -1.77354
H 0.42144 -0.74164 1.89339
```

Computed properties:
Orbital gap in eV: 9.272
Molecular weight in u: 194.963

---

two:
An isolated molecule of C2H2IN3. Source: the Open Molecules 2025 dataset; level of theory: ωB97M-V with the def2-TZVPD basis set.

The geometry in XYZ format:
```
8
Properties=species:S:1:pos:R:3
C 1.21509 -0.17379 -0.45161
C -1.48352 -0.16390 -0.13131
N 0.66395 -0.72633 -1.38474
N -0.78964 0.32952 0.74788
N 0.52583 0.35020 0.71965
I -3.38900 -0.67534 -0.49307
H 2.27792 0.02557 -0.31641
H 0.97937 1.03408 1.30962
```

Computed properties:
Orbital gap (alpha / beta) in eV: 7.539 / 7.539
Molecular weight in u: 194.963

---

Energetically preferred structure: one | next structure: +3.753 eV